## A
# C12H40O14

8 unconnected molecules or ions with the total composition C12H40O14 (ωB97M-V with the def2-TZVPD basis set, OMol25).

## Properties
multiplicity: 1
structure (SMILES): OCCO.OCCO.OCCO.OCCO.OCCO.OCCO.O.O
E_HOMO: -9.828 eV
total charge: 0

Last columns: bonded neighbours and bond lengths (Å).
Geometry (Å):
1 C -0.504 -1.974 -2.186  C2 1.487, O4 1.415, H5 1.104, H6 1.098
2 C -1.037 -2.224 -3.551  C1 1.487, O3 1.432, H7 1.090, H8 1.095
3 O -0.060 -1.970 -4.566  C2 1.432, H9 0.964
4 O 0.506 -2.919 -1.891  C1 1.415, H10 0.972
5 H -1.327 -2.047 -1.454  C1 1.104
6 H -0.138 -0.943 -2.090  C1 1.098
7 H -1.886 -1.571 -3.753  C2 1.090
8 H -1.363 -3.263 -3.677  C2 1.095
9 H 0.744 -2.417 -4.278  O3 0.964
10 H 0.927 -2.640 -1.061  O4 0.972
11 C -4.277 -0.946 0.996  C12 1.496, O14 1.412, H15 1.099, H16 1.099
12 C -2.829 -0.932 1.372  C11 1.496, O13 1.448, H17 1.096, H18 1.087
13 O -2.241 -2.214 1.046  C12 1.448, H19 0.965
14 O -4.929 -1.797 1.915  C11 1.412, H20 0.961
15 H -4.345 -1.354 -0.022  C11 1.099
16 H -4.673 0.077 0.933  C11 1.099
17 H -2.741 -0.741 2.448  C12 1.096
18 H -2.237 -0.235 0.786  C12 1.087
19 H -2.799 -2.842 1.522  O13 0.965
20 H -5.862 -1.854 1.692  O14 0.961
21 C 2.507 4.208 -0.381  C22 1.502, O24 1.430, H25 1.095, H26 1.095
22 C 3.336 5.044 -1.314  C21 1.502, O23 1.418, H27 1.094, H28 1.089
23 O 2.584 5.492 -2.430  C22 1.418, H29 0.963
24 O 2.365 2.919 -0.983  C21 1.430, H30 0.964
25 H 1.514 4.660 -0.289  C21 1.095
26 H 2.975 4.162 0.608  C21 1.095
27 H 4.182 4.454 -1.677  C22 1.094
28 H 3.698 5.920 -0.778  C22 1.089
29 H 2.239 4.707 -2.870  O23 0.963
30 H 1.841 2.352 -0.404  O24 0.964
31 C -2.161 2.138 -0.695  C32 1.505, O34 1.423, H35 1.097, H36 1.095
32 C -1.685 3.471 -1.204  C31 1.505, O33 1.424, H37 1.094, H38 1.095
33 O -2.039 3.630 -2.574  C32 1.424, H39 0.960
34 O -1.683 0.993 -1.390  C31 1.423, H40 0.962
35 H -3.256 2.146 -0.634  C31 1.097
36 H -1.825 2.062 0.345  C31 1.095
37 H -0.599 3.548 -1.085  C32 1.094
38 H -2.154 4.243 -0.585  C32 1.095
39 H -1.242 3.855 -3.060  O33 0.960
40 H -2.147 0.942 -2.231  O34 0.962
41 C 0.145 -3.464 4.430  C42 1.515, O44 1.418, H45 1.092, H46 1.096
42 C 1.103 -3.214 3.284  C41 1.515, O43 1.411, H47 1.101, H48 1.092
43 O 0.998 -1.915 2.742  C42 1.411, H49 0.967
44 O -1.209 -3.309 4.041  C41 1.418, H50 0.963
45 H 0.329 -2.739 5.226  C41 1.092
46 H 0.371 -4.449 4.853  C41 1.096
47 H 0.910 -3.951 2.490  C42 1.101
48 H 2.124 -3.356 3.644  C42 1.092
49 H 0.059 -1.684 2.743  O43 0.967
50 H -1.405 -4.015 3.415  O44 0.963
51 C 2.990 -1.021 -0.038  C52 1.511, O54 1.433, H55 1.096, H56 1.096
52 C 2.938 -0.537 -1.468  C51 1.511, O53 1.439, H57 1.084, H58 1.093
53 O 3.277 -1.594 -2.385  C52 1.439, H59 0.965
54 O 1.997 -2.024 0.204  C51 1.433, H60 0.964
55 H 2.816 -0.184 0.648  C51 1.096
56 H 4.002 -1.396 0.150  C51 1.096
57 H 3.659 0.259 -1.611  C52 1.084
58 H 1.913 -0.233 -1.699  C52 1.093
59 H 2.651 -2.314 -2.234  O53 0.965
60 H 1.945 -2.145 1.159  O54 0.964
61 O 0.282 1.932 3.346  H62 0.963, H63 0.961
62 H 0.347 1.269 2.650  O61 0.963
63 H -0.660 2.087 3.452  O61 0.961
64 O 0.585 0.923 0.199  H65 0.968, H66 0.966
65 H -0.210 0.899 -0.353  O64 0.968
66 H 0.663 0.032 0.564  O64 0.966

---

## B
# C12H40O14

8 unconnected molecules or ions with the total composition C12H40O14 (ωB97M-V with the def2-TZVPD basis set, OMol25).

## Properties
multiplicity: 1
structure (SMILES): OCCO.OCCO.OCCO.OCCO.OCCO.OCCO.O.O
E_HOMO: -10.089 eV
total charge: 0

Last columns: bonded neighbours and bond lengths (Å).
Geometry (Å):
1 C 5.109 -25.278 -1.945  C2 1.540, O4 1.445, H5 1.090, H6 1.090
2 C 4.307 -26.307 -2.763  C1 1.540, O3 1.473, H7 1.090, H8 1.090
3 O 3.526 -27.187 -1.875  C2 1.473, H9 0.960
4 O 4.365 -24.288 -1.201  C1 1.445, H10 0.960
5 H 5.739 -24.727 -2.643  C1 1.090
6 H 5.866 -25.721 -1.299  C1 1.090
7 H 4.950 -26.917 -3.396  C2 1.090
8 H 3.500 -25.923 -3.387  C2 1.090
9 H 3.090 -26.598 -1.255  O3 0.960
10 H 5.005 -23.788 -0.689  O4 0.960
11 C 11.608 -22.780 -7.608  C12 1.588, O14 1.422, H15 1.090, H16 1.090
12 C 11.589 -22.222 -6.120  C11 1.588, O13 1.441, H17 1.090, H18 1.090
13 O 10.314 -21.575 -5.943  C12 1.441, H19 0.960
14 O 11.688 -21.744 -8.578  C11 1.422, H20 0.960
15 H 10.655 -23.285 -7.767  C11 1.090
16 H 12.337 -23.589 -7.655  C11 1.090
17 H 12.408 -21.512 -6.005  C12 1.090
18 H 11.564 -22.970 -5.328  C12 1.090
19 H 10.370 -20.980 -6.694  O13 0.960
20 H 11.666 -22.122 -9.460  O14 0.960
21 C 14.297 -28.697 5.550  C22 1.592, O24 1.400, H25 1.090, H26 1.090
22 C 14.198 -29.872 6.621  C21 1.592, O23 1.462, H27 1.090, H28 1.090
23 O 13.987 -31.112 5.875  C22 1.462, H29 0.960
24 O 12.987 -28.461 5.115  C21 1.400, H30 0.960
25 H 14.828 -28.994 4.646  C21 1.090
26 H 14.795 -27.839 6.001  C21 1.090
27 H 13.352 -29.769 7.299  C22 1.090
28 H 15.137 -29.868 7.174  C22 1.090
29 H 13.202 -31.068 5.324  O23 0.960
30 H 12.998 -27.740 4.482  O24 0.960
31 C 12.772 -28.206 -2.417  C32 1.566, O34 1.341, H35 1.090, H36 1.090
32 C 13.320 -29.341 -1.487  C31 1.566, O33 1.412, H37 1.090, H38 1.090
33 O 12.670 -30.589 -1.603  C32 1.412, H39 0.960
34 O 11.464 -27.919 -2.334  C31 1.341, H40 0.960
35 H 13.081 -28.388 -3.446  C31 1.090
36 H 13.335 -27.316 -2.139  C31 1.090
37 H 13.219 -29.048 -0.442  C32 1.090
38 H 14.382 -29.424 -1.719  C32 1.090
39 H 12.418 -30.796 -0.701  O33 0.960
40 H 11.000 -28.617 -2.802  O34 0.960
41 C 11.274 -15.083 -2.179  C42 1.539, O44 1.414, H45 1.090, H46 1.090
42 C 10.534 -15.857 -1.073  C41 1.539, O43 1.467, H47 1.090, H48 1.090
43 O 11.080 -17.155 -0.661  C42 1.467, H49 0.960
44 O 11.324 -15.841 -3.371  C41 1.414, H50 0.960
45 H 12.290 -14.902 -1.826  C41 1.090
46 H 10.836 -14.088 -2.264  C41 1.090
47 H 9.518 -16.033 -1.426  C42 1.090
48 H 10.500 -15.199 -0.205  C42 1.090
49 H 11.463 -17.617 -1.410  O43 0.960
50 H 10.427 -15.878 -3.712  O44 0.960
51 C 7.459 -22.883 3.978  C52 1.519, O54 1.407, H55 1.090, H56 1.090
52 C 7.064 -24.344 4.112  C51 1.519, O53 1.380, H57 1.090, H58 1.090
53 O 5.686 -24.314 4.185  C52 1.380, H59 0.960
54 O 7.005 -22.192 2.840  C51 1.407, H60 0.960
55 H 8.546 -22.812 3.972  C51 1.090
56 H 7.110 -22.394 4.888  C51 1.090
57 H 7.470 -24.831 4.998  C52 1.090
58 H 7.282 -24.812 3.152  C52 1.090
59 H 5.428 -23.803 3.415  O53 0.960
60 H 7.508 -21.375 2.861  O54 0.960
61 O 15.775 -21.490 0.488  H62 0.957, H63 0.957
62 H 14.831 -21.607 0.381  O61 0.957
63 H 16.135 -21.628 -0.389  O61 0.957
64 O 11.256 -24.613 0.621  H65 0.957, H66 0.957
65 H 11.055 -25.153 -0.143  O64 0.957
66 H 10.772 -23.800 0.474  O64 0.957

---

## C
# C12H40O14

8 unconnected molecules or ions with the total composition C12H40O14 (ωB97M-V with the def2-TZVPD basis set, OMol25).

## Properties
multiplicity: 1
structure (SMILES): OCCO.OCCO.OCCO.OCCO.OCCO.OCCO.O.O
E_HOMO: -9.498 eV
total charge: 0

Last columns: bonded neighbours and bond lengths (Å).
Geometry (Å):
1 O -24.610 5.665 -2.276  H2 0.917, H3 0.963
2 H -25.101 5.680 -3.050  O1 0.917
3 H -23.776 5.203 -2.415  O1 0.963
4 O -25.389 5.868 0.459  H5 0.965, H6 0.984
5 H -25.840 5.058 0.728  O4 0.965
6 H -25.471 5.907 -0.521  O4 0.984
7 C -22.047 6.812 1.252  C8 1.456, O10 1.430, H11 1.121, H12 1.073
8 C -22.262 7.236 -0.124  C7 1.456, O9 1.400, H13 1.152, H14 1.122
9 O -21.785 8.531 -0.358  C8 1.400, H15 0.957
10 O -22.579 5.499 1.446  C7 1.430, H16 0.964
11 H -22.583 7.600 1.843  C7 1.121
12 H -21.046 6.795 1.637  C7 1.073
13 H -23.390 7.320 -0.340  C8 1.152
14 H -21.891 6.493 -0.879  C8 1.122
15 H -22.098 9.021 0.402  O9 0.957
16 H -23.499 5.676 1.220  O10 0.964
17 C -24.122 10.933 -0.926  C18 1.524, O20 1.472, H21 1.049, H22 1.093
18 C -24.866 9.651 -1.280  C17 1.524, O19 1.361, H23 1.161, H24 1.127
19 O -24.225 8.849 -2.173  C18 1.361, H25 0.959
20 O -24.920 11.513 0.167  C17 1.472, H26 0.967
21 H -24.188 11.576 -1.752  C17 1.049
22 H -23.063 10.773 -0.710  C17 1.093
23 H -25.811 10.111 -1.773  C18 1.161
24 H -25.239 9.055 -0.399  C18 1.127
25 H -24.584 7.967 -2.061  O19 0.959
26 H -24.530 11.007 0.893  O20 0.967
27 C -26.073 1.283 -4.119  C28 1.545, O30 1.394, H31 1.139, H32 1.127
28 C -25.916 2.685 -3.489  C27 1.545, O29 1.383, H33 1.162, H34 1.085
29 O -26.051 2.509 -2.124  C28 1.383, H35 0.906
30 O -25.285 1.226 -5.268  C27 1.394, H36 0.997
31 H -27.176 1.049 -4.279  C27 1.139
32 H -25.735 0.470 -3.416  C27 1.127
33 H -26.506 3.556 -3.982  C28 1.162
34 H -24.865 2.901 -3.649  C28 1.085
35 H -25.828 3.247 -1.648  O29 0.906
36 H -25.354 0.295 -5.618  O30 0.997
37 C -23.004 1.692 -1.321  C38 1.464, O40 1.411, H41 1.119, H42 1.065
38 C -22.919 3.131 -1.064  C37 1.464, O39 1.419, H43 1.088, H44 1.016
39 O -22.781 3.770 -2.323  C38 1.419, H45 0.947
40 O -21.729 1.153 -1.592  C37 1.411, H46 0.962
41 H -23.705 1.528 -2.178  C37 1.119
42 H -23.399 1.169 -0.481  C37 1.065
43 H -22.061 3.413 -0.457  C38 1.088
44 H -23.752 3.539 -0.650  C38 1.016
45 H -22.153 3.178 -2.712  O39 0.947
46 H -21.845 0.199 -1.551  O40 0.962
47 C -24.785 7.577 4.926  C48 1.519, O50 1.441, H51 1.116, H52 1.071
48 C -25.084 6.761 3.680  C47 1.519, O49 1.428, H53 1.068, H54 1.092
49 O -25.145 7.600 2.526  C48 1.428, H55 1.001
50 O -24.822 6.714 6.079  C47 1.441, H56 0.954
51 H -25.442 8.433 5.211  C47 1.116
52 H -23.813 8.025 4.883  C47 1.071
53 H -26.045 6.310 3.798  C48 1.068
54 H -24.301 6.011 3.549  C48 1.092
55 H -25.067 6.982 1.742  O49 1.001
56 H -24.102 7.026 6.621  O50 0.954
57 C -26.011 2.972 2.169  C58 1.491, O60 1.432, H61 1.084, H62 1.049
58 C -24.579 2.579 2.040  C57 1.491, O59 1.358, H63 1.074, H64 1.093
59 O -23.990 2.363 3.244  C58 1.358, H65 0.942
60 O -26.506 3.206 0.846  C57 1.432, H66 0.995
61 H -26.098 3.777 2.890  C57 1.084
62 H -26.618 2.188 2.513  C57 1.049
63 H -24.093 3.422 1.585  C58 1.074
64 H -24.464 1.718 1.376  C58 1.093
65 H -24.005 3.181 3.710  O59 0.942
66 H -26.507 2.409 0.251  O60 0.995

---

A (0.0950 hartree below the next structure)

---

## A
# C4H11NS

2 unconnected molecules or ions with the total composition C4H11NS (ωB97M-V with the def2-TZVPD basis set, OMol25).

## Properties
multiplicity: 1
structure (SMILES): C=CN.CCS
E_HOMO: -8.039 eV
total charge: 0

Last columns: bonded neighbours and bond lengths (Å).
Geometry (Å):
1 C -1.369 -1.280 -1.952  C2 1.516, H4 1.100, H5 1.086, H6 1.088
2 C -0.416 -1.465 -0.788  C1 1.516, S3 1.865, H7 1.089, H8 1.087
3 S -1.420 -1.858 0.734  C2 1.865, H16 1.342
4 H -0.947 -0.482 -2.581  C1 1.100
5 H -1.459 -2.138 -2.613  C1 1.086
6 H -2.351 -0.933 -1.635  C1 1.088
7 H 0.318 -2.237 -1.013  C2 1.089
8 H 0.169 -0.580 -0.553  C2 1.087
9 C 0.733 1.635 1.466  C10 1.350, N11 1.370, H12 1.081
10 C 0.224 2.245 0.374  C9 1.350, H13 1.080, H14 1.080
11 N 2.015 1.167 1.578  C9 1.370, H15 1.009, H17 0.996
12 H 0.185 1.572 2.396  C9 1.081
13 H -0.595 2.933 0.530  C10 1.080
14 H 0.632 2.102 -0.615  C10 1.080
15 H 2.743 1.590 1.021  N11 1.009
16 H -0.766 -2.888 1.294  S3 1.342
17 H 2.304 0.618 2.358  N11 0.996

---

## B
# C4H11NS

C4H11NS in the gas phase (ωB97M-V with the def2-TZVPD basis set, OMol25).

## Properties
multiplicity: 1
structure (SMILES): C[C@@H](N)[C@@H](C)S
E_HOMO: -8.797 eV
total charge: 0

Last columns: bonded neighbours and bond lengths (Å).
Geometry (Å):
1 C -1.094 -1.097 1.028  C2 1.548, H5 1.124, H6 1.096, H7 1.066
2 C -0.928 -0.435 -0.362  C1 1.548, C3 1.544, H8 1.063, N16 1.416
3 C 0.293 0.510 -0.363  C2 1.544, C4 1.559, H11 1.085, S17 1.891
4 C 0.226 1.678 0.668  C3 1.559, H12 1.050, H13 1.129, H14 1.077
5 H -1.933 -1.839 1.129  C1 1.124
6 H -0.126 -1.445 1.405  C1 1.096
7 H -1.424 -0.377 1.741  C1 1.066
8 H -0.750 -1.217 -1.060  C2 1.063
9 H -2.659 0.728 -0.086  N16 1.011
10 H -2.771 -0.207 -1.408  N16 1.016
11 H 0.365 0.896 -1.374  C3 1.085
12 H 0.945 2.393 0.395  C4 1.050
13 H 0.487 1.289 1.694  C4 1.129
14 H -0.778 2.064 0.723  C4 1.077
15 H 1.639 -0.731 0.992  S17 1.341
16 N -2.110 0.229 -0.772  C2 1.416, H9 1.011, H10 1.016
17 S 1.925 -0.443 -0.286  C3 1.891, H15 1.341

---

B (0.0312 hartree below the next structure)

---

## A
# C4H11NS

C4H11NS in the gas phase (ωB97M-V with the def2-TZVPD basis set, OMol25).

## Properties
multiplicity: 1
structure (SMILES): CNCCCS
E_HOMO: -8.926 eV
total charge: 0

Last columns: bonded neighbours and bond lengths (Å).
Geometry (Å):
1 C 0.612 0.747 -0.880  C2 1.518, C4 1.568, H7 1.089, H8 1.095
2 C -0.519 1.738 -0.671  C1 1.518, S3 1.819, H9 1.093, H10 1.089
3 S -1.985 1.433 -1.703  C2 1.819, H11 1.338
4 C 0.294 -0.654 -0.252  C1 1.568, N5 1.449, H12 1.092, H13 1.100
5 N 0.224 -0.576 1.194  C4 1.449, C6 1.452, H14 1.012
6 C 0.050 -1.871 1.830  N5 1.452, H15 1.092, H16 1.096, H17 1.081
7 H 0.775 0.526 -1.934  C1 1.089
8 H 1.538 1.123 -0.434  C1 1.095
9 H -0.154 2.740 -0.906  C2 1.093
10 H -0.848 1.812 0.364  C2 1.089
11 H -1.497 2.023 -2.799  S3 1.338
12 H -0.674 -0.908 -0.690  C4 1.092
13 H 1.063 -1.327 -0.657  C4 1.100
14 H 1.095 -0.172 1.513  N5 1.012
15 H -0.419 -1.723 2.805  C6 1.092
16 H 0.999 -2.389 2.008  C6 1.096
17 H -0.552 -2.522 1.211  C6 1.081

---

## B
# C4H11NS

2 unconnected molecules or ions with the total composition C4H11NS (ωB97M-V with the def2-TZVPD basis set, OMol25).

## Properties
multiplicity: 1
E_HOMO (spin up / spin down): -7.693 / -7.683 eV
total charge: 0

Last columns: bonded neighbours and bond lengths (Å).
Geometry (Å):
1 C 0.851 1.477 -0.607  C3 1.511, S6 1.675, H7 1.070
2 C 0.972 -1.481 -0.426  C4 1.524, S6 1.668, H8 1.009
3 C 0.131 2.780 -0.348  C1 1.511, H9 1.047, H10 1.154, H11 1.103
4 C 0.465 -2.508 0.580  C2 1.524, H12 1.117, H13 1.191, H14 1.169
5 N -2.018 0.123 0.599  H15 1.026, H16 1.043
6 S 0.300 -0.002 -0.045  C1 1.675, C2 1.668, H17 1.329
7 H 1.292 1.456 -1.582  C1 1.070
8 H 1.040 -1.745 -1.397  C2 1.009
9 H -0.740 2.526 0.176  C3 1.047
10 H -0.301 3.090 -1.372  C3 1.154
11 H 0.994 3.436 -0.146  C3 1.103
12 H 0.121 -3.494 0.184  C4 1.117
13 H -0.362 -2.057 1.308  C4 1.191
14 H 1.376 -2.815 1.247  C4 1.169
15 H -2.343 0.158 -0.375  N5 1.026
16 H -2.135 -0.860 0.925  N5 1.043
17 H 0.357 -0.086 1.280  S6 1.329

---

A (0.2669 hartree below the next structure)